{
  "formula": "C19H25ClFN5O5S2",
  "method": "ωB97M-V with the def2-TZVPD basis set",
  "gap_ev": 5.92,
  "smiles": "O=C(Cl)CN(C[SH](=O)=O)S(=O)(=O)F.c1cc[nH]c1.c1cc[nH]c1.c1cc[nH]c1.c1cc[nH]c1",
  "homo_energy_ev": -8.01,
  "energy_ha": -2745.20376,
  "spin_multiplicity": 1,
  "max_force_ev_per_a": 8.45,
  "elements": ["C", "H", "N", "H", "H", "O", "H", "H", "F", "H", "H", "N", "C", "H", "O", "H", "C", "C", "C", "C", "H", "S", "C", "H", "C", "C", "N", "H", "C", "O", "H", "H", "H", "C", "H", "H", "Cl", "C", "H", "C", "C", "H", "N", "C", "N", "S", "H", "H", "C", "H", "O", "C", "H", "H", "C", "H", "C", "O"],
  "coordinates": [[0.00235, -3.19148, -0.07781], [5.53929, -3.57922, -0.61340], [0.89525, -4.22356, 0.00594], [-3.07792, -0.91335, -5.48707], [-0.96852, -2.55167, -2.24536], [0.31535, 2.39158, -0.30920], [-2.18654, -3.15816, -0.06358], [-2.25293, 3.42664, 1.05910], [1.41365, 0.13768, 0.16912], [1.93262, 3.11698, 1.89733], [-3.73347, 6.68713, -1.13299], [-1.55586, -2.47582, -3.06127], [-3.33384, 6.08705, -0.32896], [3.33377, -2.32752, 0.36184], [0.00711, 0.05742, 5.46174], [4.04362, -0.63956, -3.42856], [4.22564, -1.29361, -2.58944], [-2.87913, -3.02030, -4.75673], [5.20050, -2.23711, -2.37248], [-2.54472, 5.43378, 1.67211], [-1.92707, -5.84871, 0.18362], [1.10745, 3.59390, 4.20905], [-2.18019, -3.52164, -3.68537], [0.23085, 3.78601, 1.94138], [-3.02607, 4.75058, -0.40195], [4.96174, -2.80530, -1.09737], [-2.55157, 4.35933, 0.82137], [2.61267, -0.66380, -1.37270], [-2.67253, -1.61897, -4.77687], [-1.15372, 0.57875, 0.27560], [1.86716, 0.89291, 3.64482], [0.74511, -6.34213, 0.20930], [-3.14826, 7.51637, 1.38454], [-1.26500, -3.72016, -0.01941], [-3.10485, 4.04582, -1.21574], [0.34486, -2.17160, -0.17261], [-2.00103, 0.14974, 3.63262], [0.21537, -5.40541, 0.12511], [1.06008, -0.38125, 2.60711], [-3.02825, 6.52004, 0.98544], [3.84908, -2.18995, -0.57754], [-3.47380, -3.59839, -5.44867], [3.41011, -1.26686, -1.49045], [0.86981, 0.61609, 3.16280], [0.27368, 1.67987, 2.29401], [0.17201, 1.21639, 0.64034], [5.99660, -2.49061, -3.05662], [-2.07270, -4.53006, -3.31513], [-1.12966, -5.12416, 0.10963], [1.89854, -4.12749, -0.01649], [-0.08903, 3.33900, 5.07562], [-1.85482, -1.31133, -3.71667], [2.30054, 3.03219, 4.71478], [-2.19845, 5.33196, 2.69014], [0.92635, 3.01883, 2.45913], [-1.45976, -0.36677, -3.37389], [-0.26778, 0.24134, 4.26794], [1.38628, 5.08857, 4.14280]]
}


{
  "formula": "C19H25I2N5O8Sn",
  "method": "ωB97M-V with the def2-TZVPD basis set",
  "gap_ev": 8.25,
  "homo_energy_ev": -8.63,
  "energy_ha": -2424.31070,
  "spin_multiplicity": 1,
  "max_force_ev_per_a": 0.54,
  "elements": ["O", "C", "H", "C", "C", "H", "H", "H", "I", "H", "N", "H", "C", "C", "C", "N", "C", "H", "C", "C", "H", "H", "H", "H", "H", "H", "H", "H", "C", "C", "C", "O", "H", "O", "H", "H", "C", "N", "O", "H", "C", "I", "H", "C", "C", "O", "H", "N", "H", "H", "H", "H", "C", "C", "O", "Sn", "O", "C", "O", "N"],
  "coordinates": [[0.05735, 0.93299, 2.05020], [-1.80720, 2.74767, -1.20654], [1.02978, -1.35078, -3.84640], [-3.56561, 1.11923, -1.38214], [1.61455, 1.30931, -2.90289], [-1.74358, -5.19187, -1.75876], [-1.63480, -4.79776, -0.00359], [-2.48128, 1.89963, -3.05632], [-2.96572, -2.87976, -1.27689], [2.62156, -0.55810, -0.27063], [1.53308, 0.68667, -4.12789], [0.58701, 0.21977, 5.68422], [-3.72438, 1.13968, -0.00369], [-0.53425, -1.60262, 5.88432], [-1.07024, -2.74854, 3.87172], [2.31982, 2.47437, -2.84072], [-2.92412, 1.96655, 0.77045], [-4.18909, 0.48061, -1.99273], [-1.54864, -4.42598, -1.01614], [-2.60629, 1.91907, -1.98203], [-1.58711, -3.46936, 5.81965], [2.09593, -1.74397, 0.75994], [0.30992, -0.54705, -5.25755], [3.51015, 1.17502, -4.64243], [2.47427, 0.74560, -6.01162], [2.38838, 2.33060, -0.76442], [-4.46312, 0.50687, 0.47038], [-1.32990, 3.39751, 0.78172], [-0.46838, -1.74466, 3.07555], [2.52140, 3.35061, -3.97472], [0.79245, 0.41020, 2.99153], [-1.77542, -4.00344, 2.06546], [-0.28835, -0.19693, -3.62019], [-2.11701, -4.78072, 4.03162], [3.06328, -0.50971, -4.90867], [-3.02238, 1.96561, 1.84793], [0.11292, -0.65805, 3.79483], [-0.58460, -1.52923, 7.34123], [1.03196, 0.84823, -1.92109], [2.17640, 4.35317, -3.71118], [0.10362, -0.59469, 5.16681], [0.46265, -3.80698, -1.28597], [-1.04952, 3.35976, -1.67550], [2.70535, 0.52356, -4.96749], [0.59386, -0.41527, -4.21485], [-0.11323, -0.54306, 7.86964], [1.92335, 3.92426, -1.36896], [-1.68436, -3.93798, 3.27679], [1.94109, 3.00256, -4.82606], [2.42696, -0.23959, 1.34590], [3.57381, 3.42001, -4.26293], [3.61290, 3.40180, -1.48885], [-1.11276, -2.67945, 5.25432], [-1.96605, 2.77396, 0.16997], [1.94646, 0.72501, 3.19618], [-0.27190, -0.23042, 0.33425], [-1.15318, -2.42727, 7.92605], [2.57615, 3.06339, -1.54450], [-0.37186, -1.80993, 1.78877], [2.04792, -0.75013, 0.54493]]
}


{
  "formula": "C19H25N2O2P2Pd",
  "method": "ωB97M-V with the def2-TZVPD basis set",
  "gap_ev": 8.64,
  "homo_energy_ev": -11.38,
  "energy_ha": -1809.50944,
  "spin_multiplicity": 1,
  "total_charge": 1,
  "max_force_ev_per_a": 0.79,
  "de_lowest_kcal_mol": 9.6,
  "elements": ["C", "H", "C", "O", "H", "C", "H", "H", "H", "C", "H", "H", "H", "H", "C", "H", "H", "C", "H", "P", "H", "C", "C", "H", "H", "C", "C", "P", "C", "C", "C", "H", "H", "Pd", "H", "H", "H", "O", "C", "C", "N", "C", "C", "H", "H", "N", "C", "H", "H", "C", "H"],
  "coordinates": [[2.84612, -0.56967, 0.41912], [2.57860, -1.40408, 1.06637], [0.51728, -2.63571, -1.59123], [-1.90048, -0.17249, 1.79186], [-0.38268, 6.63574, 1.96804], [-1.40445, 4.07730, 0.07615], [-2.07088, 0.47692, 4.58072], [2.97996, 1.10856, -2.08469], [-2.41584, -3.65582, -1.01146], [-0.30637, -3.55807, 1.01685], [1.95403, 2.06546, -0.99700], [-3.09385, -0.80853, 3.94048], [-2.44417, -2.03783, -1.75470], [-2.99921, -2.25522, -0.08370], [-1.80462, 2.16043, -0.94208], [2.99602, 0.30970, 1.04615], [0.92784, 2.54264, 2.03257], [2.41831, -1.89029, -2.88398], [-1.60445, -1.20078, 4.85744], [1.48681, -0.26314, -0.74605], [3.05026, -3.21318, -4.44465], [1.49472, -1.67960, -1.86554], [-0.45475, 5.63572, 1.56293], [1.26910, 1.38931, -2.48379], [-0.33995, -4.54867, 0.56190], [1.97516, 1.21081, -1.67372], [-0.58517, 3.07192, 0.58357], [-0.61012, -2.26903, -0.21163], [0.36923, 4.62537, 2.09015], [-2.27832, -2.58920, -0.83055], [-1.35819, 5.38435, 0.55168], [-2.88686, 3.88150, -1.46450], [3.18830, -1.15815, -3.09390], [-0.36748, -0.15303, 0.41494], [-0.30225, -4.54925, -2.15386], [1.30904, -4.89551, -3.97893], [-2.25411, 1.45206, -1.61875], [-0.04203, -0.70867, 2.86540], [0.45323, -3.79856, -2.35293], [0.31608, 3.33334, 1.61436], [-2.17305, 3.45782, -0.89709], [-2.06465, -0.52271, 4.14336], [-1.25706, -0.48043, 2.87575], [3.77050, -0.79664, -0.11345], [-1.06988, -3.48717, 1.79255], [-0.85161, 1.88444, -0.08815], [1.36247, -3.99659, -3.37962], [0.66191, -3.39371, 1.48638], [1.05051, 4.87219, 2.89277], [2.34310, -3.04741, -3.64318], [-1.99609, 6.16352, 0.15765]]
}


{
  "formula": "C19H25N3O2",
  "method": "ωB97M-V with the def2-TZVPD basis set",
  "gap_ev": 8.08,
  "homo_energy_ev": -7.60,
  "energy_ha": -1053.11037,
  "spin_multiplicity": 1,
  "max_force_ev_per_a": 19.95,
  "de_lowest_kcal_mol": 442.2,
  "elements": ["O", "H", "H", "C", "C", "H", "H", "C", "H", "N", "C", "H", "H", "H", "H", "H", "C", "H", "C", "H", "H", "C", "C", "H", "C", "C", "C", "H", "H", "C", "H", "H", "C", "H", "H", "C", "O", "C", "C", "N", "H", "H", "C", "C", "H", "N", "C", "H", "H"],
  "coordinates": [[0.26062, 3.95106, 0.95306], [-6.37362, -0.69045, -0.64513], [5.40114, 0.86821, -0.72959], [-0.94778, 0.77716, 0.57603], [-1.54933, -1.39412, -0.84368], [0.73418, -1.89291, 0.30200], [-3.46474, 0.45889, -0.16538], [2.64783, 2.08142, -1.09377], [-4.07764, -0.78755, -1.28413], [0.05996, 1.92766, -1.10202], [2.48492, 0.48610, -0.66067], [-0.68268, 2.46642, -1.11352], [-2.32447, -0.49660, 1.97768], [-0.14317, -0.46964, -2.32545], [2.37900, 1.69006, 1.17248], [2.91143, -3.32698, 1.19308], [2.93861, -1.31410, 0.19920], [5.49326, -3.17796, 1.10644], [-1.69747, -0.68459, 1.27787], [1.15870, 3.65545, -1.31127], [6.59546, -1.22279, 0.47907], [-6.04129, -0.50796, 0.54983], [4.95289, -2.61053, 0.76421], [-4.35537, -0.91997, 1.84275], [3.51267, -0.15789, -0.13605], [5.50850, -1.32525, 0.41112], [-0.85904, -0.13709, -1.82823], [-0.80434, -2.11145, -0.83116], [-1.65970, 1.46668, 0.52223], [4.87496, -0.20619, -0.28473], [-4.69032, -2.20521, 0.69983], [-0.36080, 1.12931, 1.43179], [1.29300, 2.94273, -0.78746], [-2.28296, -1.73133, -1.79711], [-5.94428, 0.43098, 0.57177], [-3.63553, -0.75257, -0.35385], [1.87950, 2.53946, 1.63847], [3.50415, -2.58367, 0.78918], [1.10617, 3.26660, 0.67607], [1.45838, -1.16833, 0.27092], [2.69057, 1.84866, -2.17297], [-1.80345, 0.59118, -1.80205], [1.15492, 0.13788, -0.44483], [-0.14591, 0.84897, -0.57918], [3.46560, 2.79656, -0.63465], [-2.42624, -1.28282, 0.11056], [-4.55870, -0.99296, 0.75446], [-6.68000, -0.89348, 1.16231], [-0.95759, -1.31705, 1.49447]]
}


{
  "formula": "C19H25N3O3",
  "method": "ωB97M-V with the def2-TZVPD basis set",
  "gap_ev": 8.72,
  "smiles": "O=C1C=C[C@@H](C(=O)NC[C@H]2CC[C@@H](COc3ccccc3)CC2)NN1",
  "homo_energy_ev": -8.57,
  "energy_ha": -1128.96367,
  "spin_multiplicity": 1,
  "max_force_ev_per_a": 2.83,
  "de_lowest_kcal_mol": 91.7,
  "elements": ["H", "C", "C", "C", "H", "C", "H", "H", "C", "C", "C", "H", "N", "H", "C", "N", "H", "H", "H", "C", "H", "H", "H", "C", "O", "N", "H", "H", "H", "O", "H", "H", "C", "H", "C", "C", "H", "H", "C", "H", "C", "H", "H", "C", "C", "H", "C", "C", "O", "H"],
  "coordinates": [[-3.80388, 0.96601, -0.61092], [0.18546, 0.64498, 1.40370], [-3.99577, 0.96503, -3.33195], [-4.72083, 1.19916, -4.51924], [-1.02685, 2.14795, 0.37408], [-2.36101, 0.93030, 1.60274], [-2.09197, 0.93895, -1.13036], [2.89314, -0.37656, 0.80700], [-0.99958, 1.63716, 1.34339], [4.40240, -0.66445, 2.90586], [-3.81703, -0.35328, -2.86129], [-0.03569, -0.07247, -0.66748], [4.40722, -1.80916, 1.95769], [-2.41512, 0.61096, 2.66420], [1.55837, 1.32000, 1.09902], [2.56858, 0.34136, 1.46825], [-3.53293, 1.82829, -2.85257], [4.92089, -2.60014, 2.37169], [0.77084, -1.14438, 0.41721], [-2.91387, 0.32094, -0.74328], [-0.80651, 2.36613, 2.11142], [-3.47236, -0.77864, 0.95558], [-1.28365, -1.66577, 1.67614], [-0.06775, -0.45788, 0.37381], [-3.17946, -0.71701, -1.67109], [4.96923, -1.48768, 0.66916], [-5.53179, -2.01809, -5.27188], [5.91433, 0.82102, 3.64774], [4.91425, -2.16765, -0.08306], [2.97647, 1.18541, 3.53881], [7.49629, 0.57406, 1.79210], [4.28841, -1.05062, 3.91920], [-1.37238, -1.21104, 0.70430], [-4.85862, 2.22220, -4.82331], [-4.36167, -1.40782, -3.62531], [3.24260, 0.33243, 2.68330], [-5.88822, 0.30682, -6.12083], [0.17653, 0.14641, 2.38658], [-2.58210, -0.25974, 0.64986], [-3.13812, 1.65476, 1.50447], [-5.09360, -1.19140, -4.77886], [1.66732, 1.57016, 0.06339], [-4.12500, -2.42664, -3.34357], [5.68845, 0.09342, 2.84784], [6.56384, -0.01294, 1.79687], [1.68871, 2.21259, 1.68851], [-5.29451, 0.12223, -5.21535], [6.19347, -0.79657, 0.63333], [6.85951, -0.76724, -0.41654], [-1.57602, -2.02155, 0.00962]]
}


{
  "formula": "C19H25N3O6S",
  "method": "ωB97M-V with the def2-TZVPD basis set",
  "gap_ev": 8.82,
  "smiles": "CCOC(=O)c1c(C)[nH]c(C)c1S(=O)(=O)N(C)CC(=O)Nc1ccccc1OC",
  "homo_energy_ev": -8.22,
  "energy_ha": -1752.93732,
  "spin_multiplicity": 1,
  "max_force_ev_per_a": 0.94,
  "de_lowest_kcal_mol": 16.6,
  "elements": ["C", "H", "C", "H", "H", "C", "C", "H", "C", "H", "O", "H", "N", "H", "H", "H", "C", "O", "H", "S", "H", "O", "N", "H", "C", "C", "H", "C", "C", "C", "H", "H", "O", "N", "C", "H", "H", "C", "C", "H", "H", "H", "O", "C", "H", "H", "H", "H", "C", "H", "C", "C", "C", "O"],
  "coordinates": [[-1.04268, 1.57927, -1.67292], [-1.47291, 0.02863, 2.20945], [4.09441, -0.13386, 0.17915], [-1.02737, -3.99988, 0.79622], [-2.65208, 2.92949, -1.75770], [-0.63227, -0.51966, -0.94311], [-0.79083, -1.74807, -0.12697], [0.66728, 1.61888, -2.90020], [-1.57410, 2.94297, -1.89811], [2.54039, -3.19529, 2.02744], [-3.19204, -0.77447, 0.53717], [4.76436, -0.97890, 0.19719], [0.76601, 0.77584, 1.40935], [2.44988, -0.39494, -2.12935], [-2.32003, 3.54383, 1.25293], [3.32562, -2.83219, 0.47012], [4.48324, 1.02453, -0.47992], [2.38553, -1.28455, 1.48320], [-1.13764, 3.62940, -1.17110], [-2.99222, 0.58530, 0.12170], [1.75297, 2.92321, 0.10262], [-0.52691, -1.79336, 1.05364], [0.08655, 1.10012, -2.26075], [0.57189, -0.18337, 1.69010], [1.52574, -0.93676, -2.33086], [3.14259, -2.46751, 1.48630], [-1.53937, 1.51082, 3.19839], [2.40948, 2.07036, 0.11719], [-0.24331, 1.67255, 1.48798], [2.86261, -0.19808, 0.80917], [-3.37209, -3.07918, 0.54133], [3.94890, 3.02346, -1.01709], [-4.04515, 1.22528, -0.61432], [-2.71754, 1.48217, 1.49621], [-3.13203, 2.86575, 1.51817], [1.45021, -1.10285, -3.40562], [4.09914, -2.33292, 2.00194], [2.00216, 0.92023, 0.77464], [-1.49788, 1.11878, 2.17659], [1.56689, -1.90193, -1.83550], [-3.58359, -4.08976, -0.88883], [-1.22563, -4.79897, -0.79576], [-1.19697, -2.77601, -0.85383], [-1.50983, 0.59385, -0.83991], [-3.94421, 2.96028, 0.80276], [5.44737, 1.05868, -0.96449], [-1.33750, 3.29502, -2.89999], [-3.49991, 3.10928, 2.51695], [0.35069, -0.17404, -1.83607], [-3.32844, -4.85054, 0.69205], [3.64521, 2.12070, -0.50954], [-3.06390, -4.00618, 0.06190], [-1.55955, -3.97455, -0.16006], [-0.18117, 2.81914, 1.08018]]
}